1.
Formula: C51H55N4O8S2Sc
Source: the Open Molecules 2025 dataset
Level of theory: ωB97M-V/def2-TZVPD

```
121
Properties=species:S:1:pos:R:3:mulliken_charge:R:1
Sc 0.445 -0.676 -0.367 0.63
C 1.795 -4.253 -2.724 -2.05
C 1.122 -2.883 -2.567 0.55
O 1.347 -2.296 -1.493 -0.10
C 0.275 -2.354 -3.618 0.86
C 0.221 -2.912 -4.876 -0.56
C -0.431 -2.392 -5.937 -1.27
C -1.275 -1.281 -5.696 -0.32
C -1.329 -0.686 -4.451 -1.22
C -0.512 -1.149 -3.355 0.11
O -0.528 -0.575 -2.236 0.69
H 2.493 -4.383 -1.905 0.35
H 2.337 -4.327 -3.680 0.48
H 1.097 -5.085 -2.702 0.36
H 0.780 -3.837 -4.975 0.33
H -0.464 -2.930 -6.846 0.43
H -1.885 -0.847 -6.472 0.41
H -1.911 0.209 -4.276 0.34
C -2.525 -0.920 3.155 -1.18
C -1.929 0.448 3.559 0.38
C -2.035 1.450 2.392 -0.76
C -0.548 0.227 4.093 0.60
C -0.481 0.167 5.494 -0.99
C 0.696 -0.203 6.153 -1.31
C 1.845 -0.466 5.405 -0.92
C 1.841 -0.297 4.021 1.07
C 3.206 -0.645 3.395 0.53
C 4.076 0.522 2.853 -1.25
C 3.198 -1.864 2.419 -1.10
C 0.675 0.083 3.377 -1.31
N 0.750 0.391 1.973 1.29
C 1.234 1.541 1.646 0.22
C 1.647 1.820 0.146 0.35
N 0.632 1.425 -0.758 1.67
C 0.611 2.180 -1.974 -0.51
C 1.504 1.925 -3.074 0.57
C 1.442 2.774 -4.199 -0.03
C 0.520 3.783 -4.307 -1.44
C -0.349 3.983 -3.266 -1.15
C -0.353 3.203 -2.100 1.07
C -1.521 3.418 -1.180 0.56
C -2.598 2.369 -1.454 -1.45
C -1.274 3.634 0.306 -1.04
C 2.471 0.749 -3.138 2.41
C 3.918 1.131 -2.923 -1.95
C 2.315 0.016 -4.526 -1.98
C 2.194 3.247 0.233 0.17
C 2.724 4.101 -0.678 0.46
C 2.999 5.450 -0.321 -1.19
C 2.832 5.909 0.957 -1.05
C 2.377 5.023 2.006 0.79
C 2.093 5.363 3.343 -0.97
C 1.561 4.408 4.188 -1.15
C 1.291 3.117 3.745 0.14
C 1.535 2.748 2.444 1.06
C 2.097 3.687 1.598 -0.86
H -3.479 -0.804 2.657 0.38
H -2.674 -1.537 4.069 0.37
H -1.800 -1.450 2.529 -0.14
H -2.529 0.851 4.379 0.78
H -1.567 1.109 1.510 -0.70
H -1.524 2.382 2.724 0.47
H -3.089 1.713 2.167 0.30
H -1.402 0.270 6.059 0.42
H 0.639 -0.309 7.237 0.36
H 2.765 -0.788 5.883 0.41
H 3.746 -1.041 4.237 0.70
H 3.699 0.866 1.869 0.05
H 5.075 0.135 2.717 0.64
H 4.003 1.357 3.598 0.23
H 2.632 -1.667 1.510 -0.06
H 2.709 -2.713 2.886 0.22
H 4.218 -2.131 2.123 0.46
H 2.161 2.659 -5.041 0.19
H 0.515 4.416 -5.205 0.32
H -1.151 4.702 -3.329 0.38
H -1.922 4.395 -1.542 0.49
H -2.235 1.365 -1.294 0.01
H -2.916 2.436 -2.493 0.38
H -3.473 2.536 -0.815 0.44
H -0.789 2.779 0.780 -0.49
H -2.251 3.799 0.760 0.65
H -0.708 4.567 0.426 0.34
H 2.273 0.013 -2.359 -0.97
H 4.171 2.017 -3.519 0.26
H 4.567 0.312 -3.259 0.49
H 4.115 1.340 -1.883 0.30
H 2.875 0.509 -5.315 0.58
H 1.294 -0.002 -4.885 0.33
H 2.639 -1.013 -4.450 0.45
H 2.811 3.860 -1.739 0.36
H 3.330 6.062 -1.134 0.49
H 2.987 6.944 1.254 0.36
H 2.336 6.392 3.655 0.33
H 1.261 4.640 5.199 0.45
H 0.817 2.360 4.371 0.35
O -1.813 -0.537 -0.024 0.07
H -2.127 -0.701 0.902 -0.32
H -2.233 -1.329 -0.486 0.27
O 2.497 -0.363 -0.267 -0.48
O 2.877 1.004 -0.032 -0.80
S 0.142 -4.162 3.219 -0.43
C 0.120 -3.124 1.988 0.40
N 0.118 -2.399 1.051 -0.48
N -2.323 -3.082 -0.952 -0.24
C -3.388 -3.950 -0.462 0.37
C -3.175 -4.814 0.633 -0.02
C -4.176 -5.690 1.039 -0.76
C -5.444 -5.663 0.405 -0.11
C -5.613 -4.809 -0.671 -0.58
C -4.616 -3.953 -1.095 -0.54
S -6.808 -6.676 0.983 1.26
O -7.542 -5.758 1.861 -0.69
O -7.533 -7.058 -0.252 -0.72
O -6.202 -7.795 1.696 -0.71
H -1.394 -3.229 -0.520 -0.20
H -2.213 -3.104 -1.957 0.11
H -2.168 -4.880 1.084 0.22
H -4.002 -6.452 1.785 0.48
H -6.593 -4.765 -1.169 0.32
H -4.766 -3.286 -1.922 0.43
```

The multiplicity is 1. Its net charge is -2. Its energy above the lowest of the compared OMol25 structures with the same formula, charge and spin is 0.0000 eV. The calculation puts the HOMO-LUMO gap at 7.01 eV. The electronic energy comes out at -118497.7985 eV. The strongest force on any atom is 2.3 eV/A.

=====

2.
Formula: C51H56AsCdN7O3S2Sb
Source: the Open Molecules 2025 dataset
Level of theory: ωB97M-V/def2-TZVPD

```
122
Properties=species:S:1:pos:R:3:mulliken_charge:R:1
Cd -0.460 -0.513 0.350 4.62
C 1.201 -4.915 0.347 -1.90
C 0.443 -3.665 0.011 0.58
N 0.299 -2.688 0.830 1.02
N 0.879 -2.789 2.049 -0.73
C 0.267 -1.993 2.933 -0.77
O -0.766 -1.309 2.738 -0.78
C 0.909 -1.953 4.292 0.58
C 2.070 -2.665 4.589 -0.34
C 2.638 -2.579 5.852 -0.73
C 2.051 -1.782 6.831 -0.42
C 0.897 -1.071 6.536 -0.67
C 0.329 -1.159 5.272 -0.16
C -0.292 -3.593 -1.274 0.51
C -0.228 -4.642 -2.188 -0.65
C -1.024 -4.603 -3.321 -0.86
C -1.855 -3.517 -3.522 -1.14
C -1.823 -2.496 -2.580 -0.53
N -1.067 -2.524 -1.492 0.38
H 1.660 -4.797 1.323 0.31
H 1.982 -5.107 -0.395 0.34
H 0.536 -5.783 0.365 0.43
H 2.520 -3.268 3.812 0.35
H 3.544 -3.130 6.073 0.39
H 2.497 -1.714 7.816 0.38
H 0.444 -0.431 7.286 0.43
H -0.560 -0.597 5.021 0.55
H 0.425 -5.484 -2.007 0.33
H -0.990 -5.413 -4.040 0.38
H -2.499 -3.440 -4.387 0.51
H -2.435 -1.611 -2.717 0.64
S 1.526 0.834 1.165 0.24
C 1.414 1.326 2.856 -0.34
C 2.571 1.267 3.642 -0.55
C 2.574 1.724 4.950 -0.77
C 1.416 2.248 5.509 -0.90
C 0.255 2.293 4.751 -0.44
C 0.241 1.839 3.434 -0.38
As -1.372 1.715 2.360 0.63
C -2.674 2.309 3.702 -0.45
C -3.079 3.623 3.905 -0.27
C -4.010 3.926 4.893 -0.72
C -4.539 2.920 5.691 -0.44
C -4.139 1.604 5.496 -0.73
C -3.217 1.302 4.502 -0.08
C -1.271 3.375 1.329 0.35
C -0.120 4.143 1.206 -0.46
C -0.116 5.273 0.395 -0.66
C -1.261 5.645 -0.296 -0.54
C -2.413 4.880 -0.182 -0.84
C -2.412 3.747 0.616 0.05
H 3.471 0.848 3.207 0.36
H 3.483 1.661 5.537 0.41
H 1.411 2.608 6.532 0.37
H -0.652 2.687 5.193 0.30
H -2.664 4.414 3.294 0.36
H -4.318 4.954 5.043 0.40
H -5.262 3.160 6.462 0.36
H -4.546 0.813 6.116 0.41
H -2.903 0.275 4.342 0.34
H 0.778 3.858 1.740 0.38
H 0.792 5.856 0.294 0.37
H -1.248 6.514 -0.942 0.34
H -3.300 5.145 -0.744 0.39
H -3.311 3.141 0.687 0.39
N -3.815 -0.425 -7.706 -0.60
C -3.246 -0.021 -6.494 0.97
C -2.028 -0.548 -6.074 -0.76
C -1.448 -0.113 -4.893 0.04
C -2.082 0.842 -4.116 -0.95
C -3.289 1.391 -4.538 -0.36
C -3.866 0.964 -5.718 -0.88
S -1.269 1.464 -2.669 1.04
O 0.136 1.231 -2.910 -0.54
O -1.735 2.817 -2.519 -0.63
N -1.637 0.572 -1.365 0.01
C -2.919 0.405 -0.938 0.40
N -3.992 0.871 -1.603 -0.30
C -5.181 0.608 -1.077 -0.36
C -5.360 -0.098 0.102 -1.10
C -4.197 -0.528 0.721 -0.17
N -2.999 -0.289 0.225 -0.39
H -3.522 -1.328 -8.037 0.21
H -4.809 -0.289 -7.778 0.21
H -1.524 -1.289 -6.686 0.37
H -0.488 -0.500 -4.574 0.30
H -3.754 2.155 -3.931 0.52
H -4.802 1.396 -6.055 0.30
H -6.035 0.989 -1.631 0.46
H -6.337 -0.288 0.519 0.42
H -4.219 -1.070 1.662 0.46
C 3.198 -3.329 -3.054 -1.64
C 2.984 -1.873 -3.466 0.33
C 1.839 -1.755 -4.475 -1.26
Sb 2.544 -0.604 -1.739 -0.08
C 4.370 -1.161 -0.663 0.37
C 5.019 -0.031 0.134 -1.41
C 3.990 -2.307 0.282 -1.00
C 3.206 1.236 -2.702 0.76
C 3.041 2.424 -1.753 -1.12
C 4.601 1.162 -3.320 -1.56
H 3.281 -3.974 -3.939 0.46
H 2.355 -3.701 -2.463 0.25
H 4.105 -3.461 -2.461 0.34
H 3.905 -1.493 -3.914 0.41
H 0.915 -2.162 -4.048 0.00
H 2.055 -2.322 -5.390 0.47
H 1.641 -0.716 -4.755 0.35
H 5.073 -1.522 -1.422 0.63
H 4.314 0.378 0.861 -0.03
H 5.365 0.791 -0.494 0.27
H 5.887 -0.414 0.686 0.48
H 3.254 -1.973 1.020 0.02
H 4.870 -2.672 0.829 0.55
H 3.554 -3.159 -0.247 -0.05
H 2.468 1.347 -3.501 0.17
H 3.619 2.309 -0.833 0.14
H 1.997 2.553 -1.463 0.02
H 3.374 3.345 -2.246 0.49
H 5.367 0.877 -2.597 0.20
H 4.882 2.144 -3.722 0.51
H 4.645 0.450 -4.146 0.34
```

The multiplicity is 1. Its net charge is -1. Its energy above the lowest of the compared OMol25 structures with the same formula, charge and spin is 0.3658 eV. The calculation puts the HOMO-LUMO gap at 6.93 eV. The electronic energy comes out at -163983.7453 eV. The strongest force on any atom is 0.6 eV/A.

=====

3.
Formula: C51H56AsSb3Tl
Source: the Open Molecules 2025 dataset
Level of theory: ωB97M-V/def2-TZVPD

```
112
Properties=species:S:1:pos:R:3:mulliken_charge:R:1
Tl -0.345 -0.348 0.722 1.32
C 2.829 -2.469 0.844 -0.44
C 2.649 -3.371 -0.363 -0.04
C 1.379 -4.194 -0.218 -1.64
Sb -0.398 -3.015 -0.375 1.14
C -0.331 -2.507 -2.413 1.17
C -1.063 -1.444 -2.932 -0.41
C -1.073 -1.207 -4.300 -0.48
C -0.336 -2.012 -5.154 -0.85
C 0.398 -3.070 -4.644 -0.90
C 0.395 -3.323 -3.281 -0.69
C -2.006 -4.341 -0.285 1.08
C -2.358 -4.934 0.927 -0.84
C -3.341 -5.909 0.944 -0.65
C -3.971 -6.277 -0.238 -0.60
C -3.626 -5.671 -1.436 -0.79
C -2.647 -4.688 -1.470 -0.37
Sb 4.301 -0.885 0.836 1.03
C 3.007 0.460 -0.235 -0.32
C 2.050 0.062 -1.180 0.54
C 1.385 0.995 -1.970 -0.27
C 1.618 2.350 -1.790 -0.41
C 2.530 2.766 -0.827 -1.03
C 3.217 1.830 -0.063 -1.09
C 5.447 -1.537 -0.809 0.18
C 6.637 -2.200 -0.510 -0.76
C 7.456 -2.671 -1.526 -0.63
C 7.101 -2.471 -2.850 -0.47
C 5.923 -1.804 -3.159 -0.87
C 5.101 -1.338 -2.145 0.24
H 3.047 -3.081 1.720 0.78
H 1.886 -1.951 1.061 -0.79
H 3.502 -4.047 -0.454 0.66
H 2.633 -2.814 -1.304 -0.08
H 1.330 -4.720 0.736 0.65
H 1.228 -4.931 -1.007 0.67
H -1.675 -0.819 -2.287 0.39
H -1.667 -0.401 -4.704 0.45
H -0.342 -1.822 -6.218 0.44
H 0.960 -3.711 -5.309 0.46
H 0.959 -4.170 -2.915 0.34
H -1.871 -4.655 1.855 0.35
H -3.613 -6.384 1.875 0.44
H -4.739 -7.036 -0.222 0.42
H -4.118 -5.965 -2.352 0.44
H -2.396 -4.214 -2.410 0.44
H 1.913 -0.989 -1.411 0.35
H 0.727 0.650 -2.760 0.47
H 1.140 3.079 -2.432 0.60
H 2.744 3.819 -0.701 0.59
H 3.958 2.179 0.646 0.56
H 6.942 -2.348 0.520 0.39
H 8.377 -3.183 -1.284 0.43
H 7.750 -2.819 -3.641 0.42
H 5.653 -1.642 -4.194 0.43
H 4.199 -0.801 -2.412 0.46
C -1.742 1.924 -3.169 -0.39
C -2.410 3.080 -2.500 0.19
C -3.193 3.953 -3.261 -0.70
C -3.848 5.024 -2.684 -0.88
C -3.755 5.259 -1.319 -0.81
C -2.988 4.419 -0.532 -0.90
C -2.332 3.348 -1.142 1.41
Sb -1.306 2.229 0.309 -0.97
C -2.922 1.399 1.430 1.49
C -3.388 0.191 0.885 -0.44
C -4.489 -0.465 1.411 -1.39
C -5.142 0.094 2.499 -0.90
C -4.699 1.293 3.028 -0.65
C -3.598 1.983 2.509 0.36
C -3.242 3.293 3.153 -1.29
C -0.160 3.475 1.517 1.81
C -0.010 3.061 2.837 -1.49
C 0.643 3.862 3.754 -1.02
C 1.176 5.073 3.330 -1.02
C 1.057 5.462 2.010 -0.75
C 0.396 4.676 1.063 0.54
C 0.319 5.170 -0.352 -1.14
H -1.013 2.257 -3.911 0.59
H -2.483 1.316 -3.687 0.71
H -1.218 1.283 -2.457 -1.17
H -3.289 3.781 -4.324 0.52
H -4.444 5.681 -3.302 0.44
H -4.274 6.093 -0.869 0.50
H -2.913 4.607 0.531 0.35
H -2.920 -0.232 -0.002 0.82
H -4.845 -1.385 0.967 0.60
H -6.011 -0.391 2.920 0.47
H -5.232 1.730 3.863 0.54
H -4.145 3.874 3.338 0.59
H -2.572 3.904 2.555 -0.07
H -2.763 3.136 4.121 0.36
H -0.453 2.125 3.156 0.94
H 0.726 3.564 4.791 0.57
H 1.689 5.713 4.033 0.45
H 1.483 6.406 1.696 0.52
H 1.223 5.722 -0.603 0.61
H -0.523 5.850 -0.486 0.42
H 0.209 4.366 -1.079 -0.32
C -0.963 -0.388 4.395 -0.95
As 0.566 -0.721 3.248 0.25
C 1.975 0.353 4.010 -0.80
C 1.036 -2.520 3.779 -0.96
H -0.646 -0.566 5.423 0.53
H -1.773 -1.073 4.144 0.36
H -1.325 0.632 4.306 0.16
H 1.936 0.181 5.086 0.51
H 1.828 1.405 3.785 0.05
H 2.938 0.027 3.614 0.32
H 0.733 -2.626 4.820 0.53
H 2.112 -2.641 3.694 0.36
H 0.532 -3.270 3.173 0.23
```

The multiplicity is 1. Its net charge is +3. Its energy above the lowest of the compared OMol25 structures with the same formula, charge and spin is 0.4899 eV. The calculation puts the HOMO-LUMO gap at 5.31 eV. The electronic energy comes out at -138913.4189 eV. The strongest force on any atom is 0.8 eV/A.

=====

4.
Formula: C51H57AsN2O2ReSTe
Source: the Open Molecules 2025 dataset
Level of theory: ωB97M-V/def2-TZVPD

```
116
Properties=species:S:1:pos:R:3:lowdin_spin:R:1
Re -0.861 0.037 0.313 2.47
C 0.220 -1.405 -1.085 0.00
C 1.078 -0.403 -1.763 0.01
C 2.324 -0.441 -1.212 0.02
C 2.382 -1.543 -0.261 -0.01
C 1.179 -2.165 -0.242 0.02
C 0.890 -3.470 0.416 0.00
C 3.602 -1.922 0.525 0.00
C 3.508 0.411 -1.540 0.00
C 0.645 0.326 -2.996 0.00
C -0.671 -2.254 -1.987 0.01
H 1.121 -4.296 -0.268 0.00
H -0.156 -3.564 0.703 0.00
H 1.503 -3.612 1.305 0.00
H 4.209 -2.674 0.011 0.00
H 3.332 -2.340 1.497 0.00
H 4.246 -1.058 0.703 0.00
H 3.321 1.057 -2.396 0.00
H 4.380 -0.206 -1.775 0.00
H 3.791 1.053 -0.699 0.00
H 1.277 1.183 -3.218 0.00
H -0.382 0.682 -2.934 0.00
H 0.697 -0.347 -3.859 0.00
H -0.061 -2.989 -2.527 0.00
H -1.182 -1.649 -2.736 0.00
H -1.431 -2.804 -1.429 0.00
O 0.114 -0.838 1.927 0.08
As 0.217 -0.795 3.613 0.01
C 1.663 0.386 4.012 0.00
C 2.302 1.008 2.948 0.00
C 3.380 1.845 3.200 0.00
C 3.812 2.048 4.503 0.00
C 3.172 1.417 5.564 0.00
C 2.092 0.582 5.321 0.00
C -1.274 -0.305 4.725 0.01
C -1.266 0.958 5.309 0.00
C -2.291 1.323 6.165 0.00
C -3.327 0.438 6.428 0.00
C -3.340 -0.815 5.835 0.00
C -2.311 -1.193 4.984 0.00
C 0.776 -2.562 4.106 0.00
C -0.100 -3.637 3.972 0.00
C 0.341 -4.921 4.242 0.00
C 1.656 -5.140 4.631 0.00
C 2.533 -4.073 4.745 0.00
C 2.096 -2.781 4.481 0.00
H 1.957 0.840 1.934 0.00
H 3.879 2.338 2.377 0.00
H 4.654 2.701 4.696 0.00
H 3.512 1.578 6.578 0.00
H 1.588 0.093 6.147 0.00
H -0.483 1.666 5.073 0.00
H -2.288 2.309 6.613 0.00
H -4.132 0.730 7.090 0.00
H -4.154 -1.501 6.025 0.00
H -2.347 -2.165 4.517 0.00
H -1.108 -3.488 3.607 0.00
H -0.339 -5.756 4.127 0.00
H 2.000 -6.146 4.832 0.00
H 3.563 -4.241 5.032 0.00
H 2.791 -1.956 4.559 0.00
C 2.219 3.730 -1.705 0.00
C 0.948 3.670 -0.845 0.00
C 1.139 2.645 0.269 0.01
C -0.311 3.561 -1.708 0.02
C -0.524 4.661 -2.544 0.00
C -1.620 4.779 -3.374 0.02
C -2.568 3.769 -3.349 0.00
C -2.434 2.667 -2.514 0.02
C -3.579 1.665 -2.515 0.00
C -3.170 0.297 -3.064 0.00
C -4.300 1.581 -1.169 0.00
C -1.283 2.553 -1.709 0.00
O -1.157 1.476 -0.904 0.16
H 3.079 3.975 -1.077 0.00
H 2.161 4.470 -2.502 0.00
H 2.412 2.763 -2.167 0.00
H 0.847 4.641 -0.346 0.00
H 1.234 1.635 -0.126 0.00
H 0.315 2.673 0.987 0.00
H 2.066 2.881 0.801 0.00
H 0.201 5.466 -2.516 0.00
H -1.742 5.644 -4.012 0.00
H -3.450 3.837 -3.976 0.00
H -4.305 2.084 -3.217 0.00
H -2.612 -0.279 -2.325 0.00
H -2.539 0.411 -3.949 0.00
H -4.045 -0.290 -3.354 0.00
H -3.709 1.082 -0.402 0.00
H -5.243 1.038 -1.270 0.00
H -4.538 2.583 -0.808 0.00
C -5.838 3.817 2.421 0.00
C -4.464 3.842 1.821 0.00
C -4.061 4.821 0.922 0.00
C -2.763 4.739 0.450 0.00
N -1.925 3.779 0.828 0.00
C -2.414 2.866 1.666 0.02
S -1.333 1.554 2.164 0.08
N -3.639 2.859 2.188 0.00
H -6.486 4.573 1.979 0.00
H -5.774 3.992 3.496 0.00
H -6.281 2.831 2.278 0.00
H -4.729 5.610 0.606 0.00
H -2.375 5.460 -0.263 0.00
Te -2.634 -1.788 1.168 0.01
C -3.865 -2.744 -0.253 0.01
C -3.942 -4.134 -0.152 0.00
C -4.802 -4.850 -0.974 0.00
C -5.577 -4.191 -1.918 0.00
C -5.496 -2.810 -2.025 0.00
C -4.651 -2.089 -1.192 0.00
H -3.322 -4.661 0.563 0.00
H -4.854 -5.929 -0.885 0.00
H -6.240 -4.750 -2.565 0.00
H -6.100 -2.285 -2.756 0.00
H -4.616 -1.012 -1.261 0.00
```

The multiplicity is 4. Its energy above the lowest of the compared OMol25 structures with the same formula, charge and spin is 0.6432 eV. The calculation puts the HOMO-LUMO gap (spin up / spin down) at 6.32 / 6.68 eV. The electronic energy comes out at -141983.2177 eV. The strongest force on any atom is 0.6 eV/A.